1.
An isolated ion of composition C5H4IN2O2 and charge -1 in a non-equilibrium geometry, computed with ωB97M-V/def2-TZVPD.

```
14
Properties=species:S:1:pos:R:3
O 2.94402 -0.10824 0.40464
C 2.02409 -0.94017 0.27174
O 1.74053 -1.91451 0.98003
C 0.96155 -0.54469 -0.96838
I 0.22994 -2.20575 -2.15694
C -0.30941 0.29665 -0.37405
C -1.01922 1.41941 -0.68465
N -1.90757 1.73470 0.27084
C -1.74000 0.75585 1.16495
N -0.77814 -0.10181 0.85905
H 1.63765 -0.08769 -1.68960
H -1.08182 1.97655 -1.57420
H -2.24002 0.62990 2.08218
H -0.46160 -0.91020 1.41437
```

- HOMO: -4.9 eV
- Relative energy (zero: lowest compared OMol25 entry of this formula, charge and spin): 11.7 kJ/mol
- Net charge: -1
- Structure (SMILES): O=C([O-])[C@@H](I)c1cnc[nH]1
- LUMO: 0.105 Ha

***

2.
A 2-piece molecular cluster, C3H7NO overall in a non-equilibrium geometry, computed with ωB97M-V/def2-TZVPD.

```
12
Properties=species:S:1:pos:R:3
C -1.06479 -0.90717 0.80685
C -0.67609 0.15005 0.08434
N -0.18692 0.28277 -1.25956
C -0.64976 -0.27012 -2.37160
H -1.54650 -1.77833 0.31608
H -0.95824 -0.88748 1.91757
H -0.64530 1.07385 0.65848
H 0.12753 -0.63645 -3.08720
H -1.69972 -0.51255 -2.54960
O 2.42916 1.46911 1.65120
H 2.76481 1.36691 2.52007
H 2.10582 0.64941 1.31339
```

- HOMO: -8.7 eV
- Relative energy (zero: lowest compared OMol25 entry of this formula, charge and spin): 328.2 kJ/mol
- Net charge: 0
- Structure (SMILES): C=CN=C.O
- LUMO: 0.012 Ha

***

3.
One molecule with the formula C3H7N3S in a non-equilibrium geometry, computed with ωB97M-V/def2-TZVPD.

```
14
Properties=species:S:1:pos:R:3
H -1.91916 -0.24099 -1.20767
N -1.69512 0.59846 -0.72900
C -0.56978 0.55697 -0.20125
C 0.10850 1.77011 0.36999
N 0.14323 -0.68317 -0.00536
N -0.54274 -1.89770 0.03776
C 1.50801 -0.81995 0.19467
S 2.65787 0.10541 -0.47003
H 0.66646 2.26349 -0.40803
H 0.80288 1.53426 1.19506
H -0.65986 2.44328 0.72173
H -0.68344 -2.12841 -0.92721
H -1.44324 -1.77772 0.53098
H 1.62638 -1.72404 0.89835
```

- HOMO: -8.9 eV
- Relative energy (zero: lowest compared OMol25 entry of this formula, charge and spin): 197.5 kJ/mol
- Net charge: 0
- Structure (SMILES): [H]/N=C(/C)N(N)C=S
- LUMO: 0.000 Ha

***

4.
C21H22BrN3RuS2 as an isolated structure, computed with ωB97M-V/def2-TZVPD.

```
50
Properties=species:S:1:pos:R:3
Ru 0.49397 0.84480 -0.36273
C -0.14943 -1.91342 -1.05073
N -0.66711 -0.86690 -0.12480
C -0.45271 -1.30829 1.29145
C -0.55272 -0.10383 2.19088
N 0.57175 0.80173 1.83175
C 0.37853 2.18260 2.36552
C 1.81970 0.25792 2.40561
C 1.94250 0.05994 3.77655
C 3.12258 -0.43969 4.29826
C 4.18462 -0.73858 3.45274
C 4.06583 -0.53514 2.09148
C 2.87632 -0.03327 1.56414
S 2.69675 0.26739 -0.14985
C -2.12317 -0.66001 -0.31958
C -2.98527 -1.74706 -0.40367
C -4.34537 -1.53578 -0.54868
C -4.84124 -0.23867 -0.59835
C -3.98329 0.83958 -0.49403
C -2.60940 0.63822 -0.34519
S -1.51283 2.00986 -0.26525
H -0.60689 -2.87790 -0.83376
H 0.92639 -1.98836 -0.91870
H -0.38236 -1.63055 -2.07328
H 0.53754 -1.76151 1.35846
H -1.20019 -2.05892 1.55193
H -0.50359 -0.40901 3.23624
H -1.48945 0.42863 2.03280
H 0.64944 2.22774 3.41861
H -0.65548 2.48395 2.23688
H 1.02376 2.86378 1.81107
H 1.12748 0.30349 4.44635
H 3.21618 -0.59040 5.36479
H 5.10794 -1.12771 3.85977
H 4.88744 -0.76001 1.42448
H -2.61086 -2.76051 -0.35482
H -5.01538 -2.38084 -0.62351
H -5.90296 -0.06928 -0.71700
H -4.36348 1.85222 -0.53129
Br 3.48066 1.21249 -5.33055
C 1.79615 1.05190 -4.51902
C 0.64028 0.96150 -5.27443
C -0.56600 0.85175 -4.60335
C -0.57864 0.83295 -3.22366
N 0.54545 0.91298 -2.49386
C 1.71514 1.02527 -3.13847
H 0.68482 0.97869 -6.35457
H -1.49932 0.78415 -5.14357
H -1.50504 0.75898 -2.67388
H 2.61101 1.10313 -2.53915
```

- Spin multiplicity: 2
- HOMO (alpha / beta): -10.9 / -10.6 eV
- Relative energy (zero: lowest compared OMol25 entry of this formula, charge and spin): 0.0 kJ/mol
- Net charge: +1
- LUMO (alpha / beta): -0.136 / -0.172 Ha

***

5.
A 3-piece molecular cluster, C4H10N2O2 overall in a non-equilibrium geometry, computed with ωB97M-V/def2-TZVPD.

```
18
Properties=species:S:1:pos:R:3
C -1.07689 0.39377 -1.07085
C -0.20857 1.11594 -0.05082
C -0.20447 0.35401 1.24107
N -1.55443 -0.00264 1.67252
N -2.04179 -0.30071 -0.80854
C 2.65155 -0.12697 0.01680
O 1.98903 -0.21695 -1.04553
O 2.56663 0.75174 0.89573
H -0.88279 0.64029 -2.12518
H -0.87993 -2.50921 -2.13912
H 0.75970 1.33130 -0.49656
H -0.73952 2.07009 0.10575
H 0.25966 0.96085 2.02536
H 0.43374 -0.52845 1.14969
H -2.24648 -0.08036 0.87447
H -1.51864 -0.84471 2.23853
H 3.37146 -0.96050 0.20423
H -0.67828 -2.04750 -2.68757
```

- HOMO: -8.3 eV
- Relative energy (zero: lowest compared OMol25 entry of this formula, charge and spin): 752.1 kJ/mol
- Net charge: 0
- LUMO: -0.154 Ha

***

6.
A 2-piece molecular cluster, C21H21ClO4S overall in a non-equilibrium geometry, computed with ωB97M-V/def2-TZVPD.

```
48
Properties=species:S:1:pos:R:3
Cl 5.38715 -0.09024 3.29909
C 3.67616 -0.09522 3.38788
C 2.97657 1.11248 3.42325
C 1.61096 1.11507 3.46542
C 0.88004 -0.09797 3.47326
C -0.53094 -0.10192 3.50231
C -1.39211 -1.33519 3.46981
C -2.83834 -0.79759 3.50267
C -2.68643 0.69051 3.55161
C -1.37795 1.03697 3.55094
C 1.61422 -1.30922 3.44872
C 2.97991 -1.30472 3.40737
H 3.52843 2.03775 3.42130
H 1.08171 2.05017 3.49232
H -1.18829 -1.91334 2.56022
H -1.16608 -1.97561 4.33112
H -3.40560 -1.10082 2.61402
H -3.39030 -1.16100 4.37833
H -3.50121 1.39401 3.57317
H -1.02331 2.05089 3.58097
H 1.08255 -2.24299 3.47144
H 3.53283 -2.22865 3.39001
C 4.37796 1.03560 -1.20538
C 2.91258 1.38272 -1.05852
O 2.11004 0.48087 -1.77388
C 0.78463 0.70383 -1.47717
C -0.11594 -0.18498 -2.05360
S -1.88596 -0.15041 -1.79232
C -2.30423 -0.37243 -3.52904
C -2.46101 0.73917 -4.32138
C -2.79207 0.59524 -5.65256
C -2.95552 -0.66395 -6.19051
C -2.79529 -1.77689 -5.39129
C -2.46548 -1.63068 -4.05926
O -2.24189 -1.43750 -1.09535
O -2.49043 1.18923 -1.45084
O 0.43675 1.63003 -0.73675
H 5.03425 1.78704 -0.76317
H 4.58920 0.07422 -0.73496
H 4.63095 0.93693 -2.26203
H 2.58356 1.35068 -0.00772
H 2.67176 2.38297 -1.44547
H 0.26941 -0.96022 -2.68053
H -2.34792 1.71698 -3.88071
H -2.91148 1.46757 -6.27211
H -3.21304 -0.77686 -7.23154
H -2.91551 -2.76151 -5.80975
H -2.35531 -2.49101 -3.41940
```

- HOMO: -5.8 eV
- Relative energy (zero: lowest compared OMol25 entry of this formula, charge and spin): 58.9 kJ/mol
- Net charge: 0
- LUMO: -0.121 Ha